1.
Formula: C5H12N2O
Source: the Open Molecules 2025 dataset
Level of theory: ωB97M-V with the def2-TZVPD basis set

Properties
- gap between HOMO and LUMO (eV) = 10.0
- structure (SMILES) = C[C@@H](N)[C@]1(CO)CN1
- LUMO level (eV) = 0.953

XYZ file:
```
20
Properties=species:S:1:pos:R:3:forces:R:3
C 2.27410 0.04882 -0.16819 1.3377 0.8886 -2.2614
C 0.96412 -0.57854 -0.51990 -1.6018 0.8435 2.0342
C -0.23010 0.46371 -0.20948 0.3041 -0.3626 -1.2640
C -1.55594 -0.08009 -0.76368 0.2304 0.1734 2.2733
C -0.02624 1.96025 -0.13028 -1.6980 -0.4234 -0.1926
H 2.50699 0.76738 -1.04319 0.0521 -0.8019 1.6208
H 2.19874 0.60876 0.78686 0.4178 -0.4247 -0.5783
H 3.08112 -0.73239 -0.16587 -0.6813 0.8432 0.2717
H 0.84677 -0.86628 -1.57276 0.3374 0.0635 0.2229
H -0.16790 -2.00986 0.60511 2.0581 0.6190 -0.8570
H 1.38464 -1.70962 1.30844 -1.5229 0.1805 -3.1293
H -2.25764 0.69926 -1.08971 0.0892 -0.1208 0.2773
H -1.27866 -0.67542 -1.59891 -0.2153 -0.6943 -0.8049
H -2.38304 -0.42764 1.10000 1.0871 -1.6595 -3.1913
H 0.95130 2.35620 -0.35926 -0.0632 0.3019 0.0835
H -0.99219 2.55258 -0.34049 2.0625 -0.5327 0.0600
H 0.53674 0.84014 1.61926 0.0259 0.6048 -0.1783
N 0.84918 -1.78010 0.32183 -0.9045 -0.8557 3.2583
N -0.26017 1.15059 1.06426 -0.4420 -0.8217 0.3606
O -2.13820 -0.98518 0.22462 -0.8733 2.1792 1.9945
```
Positions in Å, forces in eV/Å.

---

2.
Formula: C5H12N2O
Source: the Open Molecules 2025 dataset
Level of theory: ωB97M-V with the def2-TZVPD basis set

Properties
- gap between HOMO and LUMO (eV) = 10.3
- structure (SMILES) = CC[C@@H](N)CNC=O
- LUMO level (eV) = 0.985

XYZ file:
```
20
Properties=species:S:1:pos:R:3:forces:R:3
C -0.40632 -0.19199 -0.95259 1.0804 0.3510 1.3641
N 0.29697 -1.51848 -0.89750 2.0757 1.1390 -1.3643
C 1.63999 -1.62478 -1.42838 -4.6094 -0.3056 1.1100
O 2.07326 -0.72665 -2.05341 1.9781 1.6394 -1.2245
C -0.89315 0.23104 0.51344 0.6639 0.3443 -1.3123
C 0.15361 1.29920 1.12648 0.3855 1.1665 -2.1654
C -0.07198 1.60801 2.58456 -2.3880 0.6888 2.4719
N -2.37221 0.46814 0.50411 0.3091 0.8375 2.3825
H 0.41298 0.53616 -1.26268 -1.3095 -0.9282 0.0691
H -1.26431 -0.14798 -1.65276 0.6170 -0.3533 0.2349
H -0.01694 -2.27425 -0.34145 -0.5674 -0.4217 0.5426
H 2.08137 -2.60843 -1.34390 0.3000 -0.4977 0.4272
H -0.84053 -0.65970 1.08465 0.4631 -0.8413 0.8629
H -0.02363 2.24051 0.50681 0.2506 -0.9871 0.6547
H 1.28140 1.07341 0.92480 -2.1659 -0.2361 0.1526
H 0.82130 1.45914 3.31728 -1.8649 -0.4235 -1.3233
H -1.09919 1.04025 2.79684 2.5321 0.5339 0.6449
H -0.46924 2.66127 2.88495 1.0486 -1.3478 -1.1279
H -2.72820 1.04932 -0.22984 0.2200 0.5132 -0.3698
H -2.74728 0.86716 1.43525 0.9811 -0.8713 -2.0301
```
Positions in Å, forces in eV/Å.

---

3.
Formula: C5H12N2O
Source: the Open Molecules 2025 dataset
Level of theory: ωB97M-V with the def2-TZVPD basis set

Properties
- gap between HOMO and LUMO (eV) = 10.0
- structure (SMILES) = CC[C@@H](C=O)NCN
- LUMO level (eV) = 0.965

XYZ file:
```
20
Properties=species:S:1:pos:R:3:forces:R:3
O 2.43375 1.04283 1.28269 -0.1424 -0.0563 -0.1057
C 1.45858 1.46102 0.71151 0.3251 -0.5195 -0.4312
C 0.33663 0.58332 0.17526 -0.3979 0.9901 1.0730
C -0.74853 0.64091 1.29964 -0.8393 -0.1549 -0.7111
C -2.18733 0.84604 0.77235 -0.0218 0.0571 1.2967
N 0.74482 -0.76840 -0.14448 0.3824 0.6139 -0.1999
C 0.89703 -1.08747 -1.57506 -0.9341 -0.0571 -0.0499
N 0.52778 -2.48931 -1.83235 0.5630 1.2700 -0.4946
H 1.33493 2.53649 0.52465 -0.1211 0.3337 0.2301
H -0.13053 1.16680 -0.61901 0.2721 -0.4390 -0.6584
H -0.76584 -0.32832 1.79466 0.5708 0.1823 0.3511
H -0.57612 1.47598 1.98343 0.2633 -0.3557 0.2770
H -2.40131 0.32671 -0.15647 0.0075 0.1766 -0.1815
H -2.45705 1.90443 0.78803 0.1389 -0.0007 -0.7733
H -2.85366 0.45145 1.54888 -0.0634 -0.2156 -0.2631
H 1.62249 -0.87398 0.36361 -0.0397 -0.4046 -0.1158
H 1.87202 -0.88621 -2.02568 0.3029 -0.2173 0.4384
H 0.23578 -0.39676 -2.10422 -0.2298 -0.3227 -0.1060
H 1.10847 -2.98563 -1.17823 -0.2163 -0.7599 0.1395
H -0.45191 -2.61992 -1.60921 0.1798 -0.1203 0.2848
```
Positions in Å, forces in eV/Å.

---

4.
Formula: C5H12N2O
Source: the Open Molecules 2025 dataset
Level of theory: ωB97M-V with the def2-TZVPD basis set

Properties
- gap between HOMO and LUMO (eV) = 10.2
- structure (SMILES) = CCNC(=O)[C@@H](C)N
- LUMO level (eV) = 0.946

XYZ file:
```
20
Properties=species:S:1:pos:R:3:forces:R:3
N -2.16353 -0.27223 0.28975 0.4445 -0.1676 0.0060
C -0.81918 -0.29449 0.85762 0.8779 0.7073 -0.0560
C -0.68231 -0.45139 2.37192 0.1468 0.1935 -0.0341
C -0.15738 1.02682 0.43146 -0.0370 0.1519 -0.6633
N 0.27835 1.14900 -0.86155 -0.2902 -1.1077 0.7142
C 0.62543 0.04704 -1.75359 -0.4043 0.7642 -0.5988
C 2.10466 -0.28985 -1.72203 -0.2695 -0.9557 -0.7208
O -0.11807 1.98817 1.17292 -0.0507 0.1795 0.3740
H -2.59661 -1.15821 0.48227 -0.4156 -0.1930 0.0594
H -2.70811 0.46274 0.70950 -0.2310 0.1660 0.1658
H -0.28361 -1.10238 0.36233 -0.0153 -0.1808 0.0871
H 0.34603 -0.66471 2.68447 -0.1033 -0.5914 -0.3421
H -1.38496 -1.22854 2.66916 0.1945 -0.0224 0.4414
H -0.83035 0.48370 2.91017 -0.7420 0.0686 -0.2192
H 0.69281 2.04638 -1.03260 0.1600 0.1969 -0.1842
H 0.27945 0.36390 -2.74240 0.5060 0.0605 -0.1881
H -0.00505 -0.82918 -1.61727 0.0458 0.0779 0.6342
H 2.40827 -0.67760 -0.75841 0.1011 0.2959 0.4240
H 2.27954 -1.13194 -2.40532 0.0476 0.2276 -0.0915
H 2.73463 0.53278 -2.04844 0.0347 0.1292 0.1920
```
Positions in Å, forces in eV/Å.

---

5.
Formula: C5H12N2O
Source: the Open Molecules 2025 dataset
Level of theory: ωB97M-V with the def2-TZVPD basis set

Properties
- gap between HOMO and LUMO (eV) = 6.8
- LUMO level (eV) = -0.355

XYZ file:
```
20
Properties=species:S:1:pos:R:3:forces:R:3
C -1.91203 0.00422 1.28720 -0.5494 0.7194 -0.7616
C 1.87110 -1.37904 0.66250 0.4482 -0.0857 -0.2031
C 0.63615 1.69146 0.31897 -0.5497 -0.1646 0.0262
N -1.59702 0.21208 0.07058 3.2977 -2.2084 -0.1719
C 0.11651 0.40583 -0.28557 1.0612 -0.1989 0.4980
N -2.31897 -0.22372 -1.01625 -1.5667 0.6091 -0.0174
C 0.42793 0.08579 -1.57001 -0.3211 -0.1263 -0.0712
O 0.69623 -0.73250 0.99567 -1.5585 0.8902 -0.7695
H -2.28671 -1.23618 -1.12357 0.0746 0.2003 0.6831
H -1.93009 0.13835 -1.88447 0.5151 0.4327 0.4044
H -1.08137 -0.10849 1.97515 -0.0769 0.5604 0.1423
H -2.95795 0.00153 1.55850 -0.1857 -0.7212 0.1060
H 1.74966 -2.47147 0.71342 0.0477 0.0887 0.0376
H 2.23093 -1.15454 -0.36092 -0.3245 0.0934 0.0793
H 2.69147 -1.08618 1.33895 -0.1319 -0.0875 -0.0103
H 0.36561 1.75579 1.37040 -0.1526 0.1006 0.0401
H 0.25924 2.56209 -0.22166 0.0125 0.0085 0.0618
H 1.72447 1.69133 0.29657 -0.0278 -0.1212 -0.1417
H 0.22914 -0.88767 -1.99567 -0.0905 -0.0762 0.0040
H 1.08570 0.73131 -2.12977 0.0785 0.0868 0.0639
```
Positions in Å, forces in eV/Å.

---

6.
Formula: C5H12N2O
Source: the Open Molecules 2025 dataset
Level of theory: ωB97M-V with the def2-TZVPD basis set

Properties
- gap between HOMO and LUMO (eV) = 9.1
- structure (SMILES) = NCNCCCC=O
- LUMO level (eV) = 0.852

XYZ file:
```
20
Properties=species:S:1:pos:R:3:forces:R:3
C 0.42025 0.67093 0.27686 -1.8870 -0.0291 -1.3150
N 0.46020 0.74233 -1.28086 0.2609 -0.3310 1.7369
C -0.43341 1.82394 -1.75849 1.6008 1.3889 -0.6426
N -1.73765 1.34083 -1.80741 -2.3390 0.2512 -4.0496
C 1.23241 -0.62423 0.64487 1.8291 0.7585 -5.4766
C 0.90681 -1.40320 1.79214 -1.1575 -3.1791 0.9658
C -0.56037 -1.91656 1.74336 2.4006 -1.7754 1.0350
O -1.58412 -1.34640 1.85545 -1.4326 1.7900 -0.1424
H -0.66157 0.61538 0.79550 1.9728 -0.2083 -1.4710
H 0.70178 1.75172 0.50271 0.6583 -1.8027 0.4701
H 0.21654 -0.20709 -1.74636 0.1391 2.3411 1.2038
H -0.47655 2.86130 -1.17997 0.8423 -2.4740 -0.3255
H -0.04169 2.18836 -2.77327 -0.8652 -0.7992 1.1206
H -1.93756 0.74987 -2.65688 0.3305 0.8660 1.5116
H -2.03891 0.89024 -1.00310 -0.5051 -0.9085 1.6693
H 2.31795 -0.43183 0.46213 -0.6182 0.1306 0.8206
H 1.14303 -1.40831 -0.30145 -0.3935 1.9910 1.9056
H 1.57258 -2.29838 1.97822 -0.7075 0.4937 -1.1252
H 1.08911 -0.98706 2.70711 -0.1044 2.1153 2.5292
H -0.58883 -3.01184 1.74945 -0.0243 -0.6191 -0.4205
```
Positions in Å, forces in eV/Å.